Record 1
Density functional theory data (wB97M-V/def2-TZVPD) for C27H27N3O6 in the gas phase.

XYZ file:
```
63
Properties=species:S:1:pos:R:3:forces:R:3:nbo_charge:R:1
O 6.935 0.883 -3.154 0.42 -0.18 -0.18 -0.710
O -1.076 -0.055 2.644 -0.18 -0.13 0.21 -0.593
O -2.654 -1.613 2.348 -0.22 -0.27 -0.31 -0.447
O 1.766 3.024 -5.999 -0.17 -0.13 0.34 -0.540
O -4.032 0.553 1.542 0.04 -0.11 -0.08 -0.573
O -0.503 -2.403 0.877 -0.16 0.08 -0.11 -0.556
N -1.252 -0.641 6.752 0.18 0.23 0.07 -0.365
N -2.714 -2.187 4.927 0.10 0.23 -0.53 -0.333
N 0.875 -0.163 -2.322 -0.28 -0.02 0.06 -0.356
C -3.608 -3.478 6.720 -0.05 -0.08 0.21 -0.190
C -1.203 -0.423 5.468 0.03 0.02 -0.06 0.049
C 4.611 0.144 -3.000 0.05 0.37 0.15 -0.423
C 1.066 3.855 -5.106 0.01 0.11 -0.14 -0.098
C 2.279 3.720 -7.106 0.05 0.10 -0.12 -0.244
C -2.045 -1.649 7.178 -0.34 -0.37 -0.38 0.098
C -0.775 -0.636 -0.658 0.50 0.12 -0.49 -0.257
C -0.989 1.294 -2.091 0.36 -0.04 -0.25 -0.237
C -2.948 -2.954 8.980 0.21 0.24 0.09 -0.193
C 5.688 1.139 -2.560 -0.41 -0.17 0.09 -0.049
C 0.689 1.757 -3.826 0.15 0.36 -0.31 -0.261
C 0.394 -0.904 -1.304 -0.51 -0.20 0.36 0.145
C 0.172 0.965 -2.718 -0.76 0.19 0.43 0.192
C -1.836 -0.888 3.089 0.31 0.34 -0.10 0.783
C -3.682 -3.727 8.062 -0.12 -0.12 -0.29 -0.211
C -3.551 -2.237 0.230 0.17 0.07 0.30 -0.605
C -1.194 -1.507 0.440 0.15 -0.25 0.16 0.593
C -3.169 0.159 0.779 0.10 -0.13 0.18 0.533
C -2.610 -1.274 0.961 -0.19 -0.04 0.16 0.061
C -2.143 -1.934 8.554 -0.12 -0.16 0.14 -0.195
C -2.666 0.898 -0.335 0.08 0.27 -0.38 -0.405
C 2.172 -0.486 -2.880 0.67 0.23 -0.07 -0.196
C -1.540 0.532 -1.014 -0.23 -0.13 0.48 0.061
C 0.540 3.074 -3.947 0.20 -0.21 -0.17 -0.134
C 3.249 0.495 -2.409 0.11 -0.29 -0.19 -0.413
C -2.788 -2.433 6.247 0.33 0.29 0.55 0.164
C -1.941 -1.202 4.541 -0.21 -0.31 0.49 0.055
H 5.771 1.135 -1.463 -0.07 0.07 -0.09 0.156
H 7.234 0.005 -2.892 -0.01 0.09 -0.01 0.463
H -3.163 1.829 -0.563 -0.08 0.10 -0.06 0.219
H -1.533 2.163 -2.426 -0.02 0.06 -0.13 0.223
H 2.119 -0.484 -3.972 0.00 -0.10 0.09 0.207
H 0.222 4.347 -5.622 0.12 -0.02 0.06 0.183
H 1.476 4.186 -7.691 0.04 -0.02 0.01 0.168
H 0.044 3.665 -3.190 -0.08 0.01 0.18 0.210
H 4.555 0.155 -4.091 0.04 -0.05 -0.05 0.207
H 2.797 2.988 -7.721 0.01 0.08 -0.05 0.198
H 2.433 -1.497 -2.560 -0.10 0.07 -0.08 0.215
H 2.985 4.500 -6.794 -0.02 -0.03 -0.03 0.168
H -3.027 -3.175 10.034 0.01 0.01 0.08 0.216
H 5.417 2.148 -2.880 -0.05 -0.04 0.09 0.177
H -0.575 0.383 5.116 0.02 0.03 -0.09 0.218
H 4.901 -0.863 -2.687 0.03 -0.06 -0.03 0.192
H -1.573 -1.329 9.241 0.06 0.06 0.06 0.228
H 1.726 4.658 -4.734 -0.10 -0.08 -0.05 0.180
H -4.554 -2.119 0.635 -0.07 0.05 -0.01 0.239
H 2.974 1.507 -2.711 -0.02 0.02 0.06 0.216
H 1.223 1.245 -4.612 0.07 -0.04 -0.09 0.230
H -3.558 -2.015 -0.834 -0.01 0.02 -0.09 0.221
H -4.309 -4.524 8.432 -0.05 -0.06 -0.01 0.217
H -4.162 -4.055 5.997 -0.06 -0.06 -0.08 0.227
H -3.217 -3.259 0.393 0.05 -0.07 -0.02 0.230
H 3.301 0.472 -1.319 -0.07 0.03 0.05 0.210
H 0.973 -1.764 -0.998 0.08 -0.02 -0.02 0.233
```
Positions in Å, forces in eV/Å.

* SMILES: COC/C=C/C1=CC2=CC(=O)[C@](C)(OC(=O)c3cnc4ccccc4n3)C(=O)C2=CN1CCCCO

Record 2
Density functional theory data (wB97M-V/def2-TZVPD) for a molecular structure, C27H28As2Cl5F6MgN3O2 at a distorted geometry.

XYZ file:
```
74
Properties=species:S:1:pos:R:3:forces:R:3:lowdin_charge:R:1
As 0.120 2.883 0.247 0.02 -0.07 0.00 1.177
As 2.633 0.574 0.098 -0.04 -0.06 0.07 1.176
Cl -8.073 -1.414 -0.610 0.01 -0.02 -0.01 0.614
Cl -6.115 -4.193 -0.917 -0.06 0.00 -0.02 0.724
Cl -6.141 1.117 0.589 0.04 0.00 0.00 0.618
Cl -3.074 -0.012 1.178 -0.11 -0.23 0.05 0.774
Cl -3.246 -4.887 0.068 -0.71 -0.52 0.12 1.369
Mg -0.835 -0.774 0.249 0.02 0.30 0.07 0.524
F 0.948 -4.602 1.381 -0.01 0.07 -0.05 0.181
F 0.714 -2.455 1.085 0.01 0.01 0.00 0.073
F -3.698 -6.060 -1.879 0.33 0.00 -0.06 -0.757
F -4.029 -6.083 1.896 0.24 0.07 -0.01 -0.765
F -0.644 -3.533 2.379 -0.08 -0.05 0.00 0.204
F -1.084 -6.330 -0.048 0.11 -0.21 -0.41 0.092
O -1.822 -2.795 0.065 -0.64 0.01 0.20 -0.094
O -0.132 -0.119 2.014 0.13 -0.19 -0.04 -0.330
N -1.134 0.907 6.406 0.03 0.04 -0.01 0.134
N 2.147 -1.202 4.284 -0.02 0.00 0.06 0.169
N -0.743 0.274 3.075 -0.06 0.10 0.08 -0.040
C -0.110 0.055 4.197 0.00 0.02 -0.13 -0.309
C 1.143 -0.643 4.245 0.03 0.00 0.00 -0.177
C 4.346 2.940 -0.154 0.01 0.01 0.00 -0.127
C 3.026 2.506 -0.031 -0.02 0.01 -0.02 -0.410
C -0.004 3.336 2.153 0.03 0.01 0.01 -0.313
C -0.769 4.488 -0.462 0.00 -0.01 0.02 -0.332
C -4.324 -0.976 0.447 0.04 0.07 -0.03 -0.608
C 0.031 -3.642 1.249 0.11 -0.02 -0.11 -0.539
C 3.643 5.228 -0.207 0.00 -0.01 0.00 -0.102
C -0.286 1.203 -3.855 0.00 0.00 -0.01 -0.103
C -3.186 -3.230 0.095 1.15 -0.09 -0.11 -0.386
C -1.601 -5.125 0.069 -1.02 0.60 0.71 -0.497
C 2.329 4.810 -0.066 0.00 0.02 0.01 -0.123
C -5.618 -2.672 -0.320 0.10 -0.01 -0.02 -0.676
C 3.987 -0.077 -1.172 0.01 0.00 0.03 -0.322
C 4.660 4.286 -0.248 -0.02 0.00 0.01 -0.101
C 3.662 0.246 1.732 0.02 0.06 -0.04 -0.319
C 1.998 3.457 0.021 0.01 0.01 0.00 -0.413
C -6.404 -1.540 -0.209 0.00 0.01 0.01 -0.758
C 0.235 0.433 -2.638 0.04 0.06 0.03 -0.576
C -0.009 -3.716 -1.263 0.01 -0.32 -0.07 0.042
C 1.130 -0.708 -3.109 -0.01 0.00 -0.07 -0.121
C -0.859 -3.862 0.003 0.57 0.19 -0.21 -0.394
C -4.285 -2.358 0.089 -0.01 0.30 -0.01 -0.253
C -0.696 0.533 5.411 -0.04 -0.07 0.03 -0.192
C -5.601 -0.484 0.264 -0.09 -0.07 -0.05 -0.765
C -0.892 -0.057 -1.734 -0.10 -0.10 -0.07 -0.254
H 4.995 0.250 -0.918 0.00 0.00 0.01 0.006
H -0.908 2.045 -3.541 0.01 0.01 0.00 0.064
H 3.958 -1.167 -1.153 0.00 0.00 -0.01 0.021
H -0.570 5.383 0.129 0.00 0.00 0.00 0.008
H 3.646 -0.818 1.960 0.01 -0.01 0.00 0.011
H -1.841 4.297 -0.458 0.00 -0.01 0.00 0.017
H 3.730 0.257 -2.175 0.01 0.00 -0.01 0.013
H 0.721 2.731 2.698 -0.01 0.00 0.01 0.012
H 0.205 4.393 2.322 0.01 0.00 0.00 0.020
H 5.693 4.596 -0.352 0.00 0.00 0.00 0.095
H -0.449 4.647 -1.492 -0.02 0.01 -0.01 0.020
H 0.551 -2.786 -1.289 -0.02 0.06 0.01 0.055
H 0.865 1.133 -2.066 -0.01 -0.02 -0.02 0.052
H 1.549 5.560 -0.023 -0.01 0.00 -0.01 0.079
H 3.183 0.766 2.559 0.01 -0.01 0.01 0.007
H 0.544 -1.458 -3.650 -0.02 0.02 0.02 0.081
H -1.501 -0.779 -2.303 0.03 -0.01 -0.01 0.047
H 3.870 6.285 -0.280 0.00 0.00 0.00 0.095
H -1.575 0.790 -1.556 -0.01 -0.01 -0.04 0.008
H 0.530 1.588 -4.478 -0.01 0.01 0.00 0.064
H 5.150 2.215 -0.177 0.00 0.00 -0.01 0.080
H 4.691 0.596 1.628 0.00 -0.01 0.00 0.015
H -0.909 0.551 -4.475 0.00 0.00 0.01 0.076
H 1.913 -0.349 -3.786 0.00 -0.02 0.00 0.067
H 1.614 -1.208 -2.270 0.01 0.00 0.03 0.031
H 0.687 -4.555 -1.326 -0.02 0.02 0.02 0.106
H -0.998 3.082 2.518 0.00 0.01 0.00 0.019
H -0.681 -3.765 -2.118 -0.02 0.02 0.02 0.118
```
Positions in Å, forces in eV/Å.

* charge: -2

Record 3
Density functional theory data (wB97M-V/def2-TZVPD) for a molecular structure, C27H28Br2F9O31PS at a distorted geometry.

XYZ file:
```
99
Properties=species:S:1:pos:R:3:forces:R:3:lowdin_charge:R:1
Br 2.654 -2.173 0.905 -0.58 0.28 -0.37 0.361
Br -0.283 -5.362 -1.882 0.34 -0.03 -0.06 0.750
S 0.208 -2.484 -1.635 -1.50 -0.16 -1.61 0.760
P 0.510 -1.399 0.949 -0.28 0.45 0.41 0.594
F 1.789 0.425 2.719 -0.02 0.27 0.09 -0.003
F -4.724 4.746 -3.816 0.07 -0.02 -0.15 0.078
F -3.727 -3.216 6.734 -0.14 0.03 -0.09 0.068
F 2.065 -1.149 -4.759 -0.07 -0.09 -0.06 0.062
F 6.087 4.374 -8.490 -0.11 -0.13 0.06 0.074
F 7.652 0.541 -0.518 0.01 -0.04 0.15 0.077
F -10.588 -0.603 3.307 0.15 -0.08 0.01 0.072
F -0.682 -2.348 10.109 -0.08 -0.04 -0.13 0.079
F 2.043 3.856 -4.092 -0.24 0.12 0.41 0.086
O 0.245 1.332 -2.614 -0.01 0.29 0.07 0.068
O -4.688 -0.224 5.309 -0.12 -0.34 0.09 0.087
O -1.049 -2.468 -2.407 1.84 -0.07 1.23 -0.447
O 5.331 2.952 -6.898 -0.33 0.03 -0.24 0.139
O -9.040 -2.254 3.189 0.21 0.38 0.00 0.139
O 0.696 -0.013 0.045 0.47 -2.09 0.33 -0.369
O 0.935 -3.969 -1.948 -1.22 0.60 0.91 -0.894
O 1.875 -0.736 -6.973 -0.19 -0.41 0.17 0.132
O 2.365 -0.804 -9.169 0.02 0.17 -0.20 0.188
O -1.812 3.125 -4.688 -0.29 0.07 0.08 0.054
O -0.735 0.512 6.361 -0.26 0.08 0.14 0.178
O -5.601 -2.060 6.199 0.16 -0.11 -0.34 0.140
O 5.981 -1.915 1.223 0.21 0.25 -0.04 0.028
O -6.905 -0.310 5.652 -0.33 0.11 -0.05 0.166
O -0.779 4.747 -5.846 0.23 0.08 -0.09 0.189
O -0.631 2.406 -0.851 -0.30 -0.04 0.34 0.152
O 0.244 -3.846 7.152 -0.09 0.11 0.20 0.084
O -7.883 -1.563 1.404 -0.18 0.12 0.15 0.072
O 4.270 2.252 -5.041 0.04 -0.17 0.17 0.172
O 5.134 -0.703 2.916 -0.14 0.07 0.19 0.152
O 1.471 0.163 6.134 0.00 0.07 -0.27 0.074
O -0.633 -2.400 5.675 0.04 0.09 -0.35 0.174
O -7.441 -3.570 2.309 0.12 -0.23 -0.02 0.179
O 3.140 -2.394 -7.784 -0.15 0.07 0.28 0.078
O 0.829 3.451 -2.217 0.06 -0.38 0.26 0.147
O -0.993 -2.132 7.879 -0.14 -0.43 0.08 0.124
O 3.710 4.206 -6.002 0.41 -0.09 -0.39 0.059
O -2.874 5.055 -5.082 -0.22 -0.40 -0.14 0.142
O 0.241 0.703 4.344 0.37 0.30 0.05 0.131
O -0.304 -2.530 -0.038 1.35 0.51 -1.03 -0.647
O 6.520 0.248 1.419 0.35 -0.27 0.00 0.138
C 2.454 -1.264 -8.085 0.19 0.06 -0.31 -0.556
C 1.783 2.932 -3.144 0.02 0.33 -0.37 -0.300
C 0.079 2.399 -1.806 0.16 0.00 -0.42 -0.568
C -5.833 -0.812 5.717 0.05 0.25 0.01 -0.554
C 2.334 0.069 4.994 0.50 -0.17 0.25 -0.047
C 1.915 -1.741 -5.974 0.04 0.39 0.14 -0.303
C 1.062 1.750 -3.716 0.13 -0.59 -0.44 -0.040
C -4.293 -2.423 5.781 0.00 -0.10 0.37 -0.293
C 3.130 -2.538 -6.361 0.32 -0.46 0.03 -0.052
C -0.473 -2.755 6.793 0.06 0.05 -0.10 -0.553
C -9.273 -0.858 3.070 -0.39 -0.07 0.22 -0.307
C 4.964 3.905 -7.885 0.49 0.04 -0.06 -0.307
C 6.746 -1.572 0.064 -0.01 -0.52 -0.25 -0.055
C 4.280 4.967 -7.070 -0.35 0.45 0.00 -0.045
C -8.062 -2.564 2.300 0.07 -0.22 -0.07 -0.561
C -1.725 4.352 -5.261 0.30 0.13 -0.04 -0.552
C 0.313 -3.863 8.581 0.30 -0.46 0.07 -0.050
C -8.905 -0.589 1.637 0.13 0.32 -0.39 -0.057
C 1.597 0.897 3.977 -0.14 -0.30 -0.26 -0.301
C 4.423 3.062 -5.894 -0.16 0.03 0.29 -0.546
C 5.809 -0.782 1.947 -0.32 -0.10 0.14 -0.586
C -3.605 -1.091 5.678 0.56 0.28 -0.17 -0.056
C 0.230 0.460 5.681 -0.21 -0.18 0.25 -0.569
C -3.863 4.128 -4.663 -0.09 0.42 0.26 -0.309
C -3.048 3.075 -3.963 0.03 -0.54 0.26 -0.044
C -0.889 -3.042 8.962 0.04 0.43 0.24 -0.305
C 7.451 -0.320 0.511 -0.15 0.43 -0.23 -0.312
H 4.325 3.426 -8.630 0.14 0.01 -0.07 0.176
H -4.353 -2.976 4.841 0.03 -0.15 0.13 0.178
H 2.706 2.683 -2.616 0.02 0.14 -0.04 0.176
H 3.058 -3.585 -6.072 -0.02 -0.01 -0.23 0.142
H 0.270 -4.880 8.962 -0.03 -0.04 -0.23 0.141
H 0.981 -2.306 -5.988 -0.02 0.10 0.17 0.179
H 8.398 -0.495 1.025 0.04 0.12 -0.09 0.174
H -2.868 3.323 -2.915 -0.09 0.15 -0.05 0.146
H -3.188 -0.767 6.633 -0.02 -0.13 0.01 0.140
H 2.420 -0.975 4.684 -0.09 0.07 -0.16 0.147
H -8.659 -0.325 3.800 -0.16 -0.03 0.10 0.157
H 4.988 5.692 -6.664 0.13 -0.12 -0.09 0.147
H 1.245 -3.398 8.907 -0.12 0.14 0.05 0.147
H -0.116 0.501 0.027 -0.49 0.52 -0.01 0.026
H 0.424 2.022 -4.558 0.05 0.21 0.08 0.137
H -1.817 -3.612 9.046 -0.02 0.10 0.11 0.174
H 6.073 -1.386 -0.775 0.05 0.19 0.03 0.145
H 4.046 -2.114 -5.944 -0.12 0.13 0.07 0.147
H -8.528 0.419 1.480 0.19 -0.12 -0.02 0.140
H 1.736 0.956 -4.023 -0.07 -0.07 0.21 0.118
H 3.509 5.496 -7.626 -0.14 -0.12 0.16 0.145
H -9.742 -0.766 0.959 -0.07 -0.06 0.15 0.144
H -4.413 3.767 -5.535 -0.10 0.10 0.07 0.174
H 3.326 0.455 5.217 -0.10 0.03 0.17 0.141
H 1.833 1.963 4.005 -0.01 -0.03 -0.19 0.178
H -3.494 2.085 -4.021 0.19 -0.03 -0.13 0.145
H -2.817 -1.079 4.930 -0.12 0.17 -0.05 0.133
H 7.433 -2.372 -0.202 -0.09 -0.09 0.20 0.142
```
Positions in Å, forces in eV/Å.

Record 4
Density functional theory data (wB97M-V/def2-TZVPD) for a molecular structure, C27H28CaN6O8S2 at a distorted geometry.

XYZ file:
```
72
Properties=species:S:1:pos:R:3:forces:R:3:lowdin_charge:R:1
Ca 0.520 1.800 -0.666 1.50 -1.26 1.60 1.154
S 2.915 -0.285 -0.178 -0.16 0.04 -0.07 0.489
S 2.018 2.079 2.046 -0.32 0.05 -0.06 0.427
O -1.151 2.844 -4.293 -0.04 -0.01 -0.04 -0.027
O 1.720 2.281 -2.328 0.74 0.82 -1.34 -0.259
O -0.908 2.659 -2.075 -0.46 0.37 -0.59 -0.209
O -3.831 -2.275 4.459 0.02 0.12 -0.01 0.093
O -0.482 -0.126 -0.858 -1.01 -1.39 0.04 -0.137
O -0.691 -2.316 -0.525 -0.36 0.01 -0.09 -0.080
O -5.254 -0.644 4.887 0.07 0.01 -0.07 0.086
O 1.621 2.644 -4.538 0.07 -0.04 -0.09 -0.018
N -2.515 -3.943 -1.084 0.10 -0.24 -0.34 0.200
N 0.694 -0.340 -3.191 -0.17 -0.23 -0.02 0.088
N -1.012 2.511 1.196 -0.16 0.48 -0.23 0.038
N -1.028 -5.418 -2.102 -0.22 0.18 -0.21 0.077
N -3.262 -5.498 -2.665 0.00 0.14 0.07 0.147
N 0.818 4.104 -0.232 -0.33 0.71 0.29 0.023
C -0.470 2.708 -3.277 0.04 -0.03 -0.13 -0.627
C 0.658 6.855 0.029 0.11 0.02 -0.06 -0.080
C -2.935 2.158 2.754 0.04 0.16 -0.20 -0.006
C -1.844 1.713 1.997 -0.16 -0.30 0.36 -0.223
C -2.248 -4.899 -1.948 -0.05 0.14 0.33 -0.455
C -2.276 -0.523 2.789 -0.09 -0.17 0.10 -0.002
C 3.182 0.813 2.385 0.10 -0.10 0.09 -0.771
C -0.274 -1.293 -1.185 0.36 0.23 0.26 -0.561
C 0.955 -4.104 -2.730 -0.01 0.04 0.02 -0.175
C 4.591 -1.074 1.819 -0.10 0.04 -0.04 -0.193
C 1.668 4.890 -0.871 0.17 0.00 -0.04 -0.085
C 3.754 0.762 3.667 -0.02 0.03 -0.09 -0.197
C 1.623 6.277 -0.778 -0.11 0.04 0.09 -0.043
C -4.235 -0.980 4.339 -0.10 -0.23 0.13 -0.484
C -1.525 0.357 2.039 0.24 0.07 -0.10 0.019
C -0.126 4.653 0.535 0.33 0.37 -0.16 -0.256
C -3.689 1.272 3.495 -0.09 -0.13 0.13 -0.023
C 0.240 -4.856 -1.617 0.03 0.04 0.10 -0.158
C -1.047 3.778 1.266 -0.17 -0.08 0.42 -0.083
C 4.723 -0.161 4.030 0.01 -0.06 -0.01 -0.175
C 3.587 -0.166 1.429 0.09 -0.07 0.16 -0.771
C 1.119 2.534 -3.421 -0.24 0.14 -0.04 -0.645
C 0.636 -1.538 -2.397 -0.16 -0.05 -0.27 -0.326
C -3.376 -0.087 3.528 0.15 0.25 -0.16 -0.151
C 0.268 -2.817 -3.195 -0.03 -0.01 0.17 -0.142
C 5.155 -1.087 3.084 0.02 0.03 0.06 -0.175
C -0.224 6.031 0.702 -0.21 -0.07 0.11 -0.028
H 0.571 -2.618 -4.222 0.00 -0.04 -0.05 0.103
H -4.538 1.615 4.072 0.00 0.02 -0.02 0.113
H 0.599 7.932 0.137 -0.02 0.00 -0.01 0.096
H -0.929 -6.034 -2.894 -0.02 -0.07 0.06 0.139
H 2.404 4.380 -1.482 -0.05 -0.06 -0.03 0.121
H -1.734 4.304 1.935 0.07 0.03 0.07 0.113
H 4.915 -1.793 1.074 -0.01 -0.02 0.01 0.062
H -3.459 -3.593 -1.058 -0.05 -0.09 -0.04 0.115
H -0.184 -0.055 -3.604 0.00 0.03 0.01 0.096
H 1.070 -4.791 -3.578 0.07 -0.02 -0.02 0.099
H 1.958 -3.858 -2.373 0.03 -0.04 -0.03 0.122
H -0.672 0.007 1.473 0.00 -0.01 0.02 0.103
H 5.135 -0.161 5.035 -0.01 0.03 0.00 0.066
H 0.045 -4.185 -0.783 0.01 -0.08 -0.02 0.108
H -1.973 -1.566 2.761 0.01 0.02 -0.05 0.112
H 1.440 -0.299 -3.870 0.06 0.07 0.11 0.097
H 5.926 -1.811 3.336 -0.01 -0.01 -0.03 0.067
H -3.000 -5.908 -3.547 0.00 -0.03 0.04 0.099
H 3.409 1.497 4.387 0.02 0.00 0.01 0.063
H -1.729 -3.202 -0.785 0.41 0.18 -0.01 0.054
H 0.837 -5.697 -1.269 0.07 -0.05 0.03 0.117
H -3.215 3.203 2.758 -0.01 -0.01 -0.04 0.098
H 1.626 -1.691 -1.948 0.01 0.07 0.05 0.070
H -0.987 6.438 1.355 0.00 0.02 -0.02 0.103
H -4.114 -4.965 -2.720 0.02 0.00 -0.03 0.101
H 2.327 6.882 -1.332 0.04 -0.02 0.00 0.099
H -0.822 -2.949 -3.212 -0.01 0.01 -0.09 0.102
H -2.971 -2.380 4.034 -0.04 0.00 0.02 0.081
```
Positions in Å, forces in eV/Å.

* charge: -2

Values for energy above the lowest of the compared OMol25 structures with the same formula, charge and spin, kJ/mol, ordered as above
231.2, 958.0, 111.9, 153.5